Record 1
{"formula": "C25H33BBr2N4OReS6", "method": "ωB97M-V/def2-TZVPD", "e_homo_ev": [-12.7, -12.8], "relative_energy_kcal_mol": 40.1, "charge": 2, "multiplicity": 2, "homo_lumo_gap_ha": [0.190, 0.204], "symbols": ["Re", "Br", "C", "Br", "H", "H", "C", "C", "S", "C", "C", "S", "C", "C", "S", "H", "H", "H", "H", "H", "H", "H", "H", "H", "H", "H", "H", "C", "N", "C", "C", "N", "B", "N", "C", "C", "N", "C", "C", "S", "C", "S", "H", "H", "H", "H", "H", "H", "H", "H", "H", "H", "H", "H", "C", "C", "O", "S", "C", "C", "C", "C", "C", "C", "C", "C", "H", "H", "H", "H", "H", "H", "H"], "positions_angstrom": [[0.23624, -1.52442, 1.27407], [-2.77431, 1.05261, -0.77098], [-4.15581, 0.42544, -1.96350], [-3.49837, 0.09111, -3.73740], [-4.91737, 1.19080, -2.02270], [-4.54294, -0.50308, -1.56485], [4.54611, -1.55918, 1.10441], [3.58621, -2.41815, 0.27379], [2.07343, -3.12774, 1.03441], [2.51984, -3.51965, 2.76632], [2.55752, -2.36838, 3.76934], [1.42952, -0.99529, 3.40666], [2.45106, 0.51110, 3.55001], [3.87250, 0.49018, 3.01302], [4.07891, 0.19912, 1.24384], [5.50902, -1.59194, 0.59310], [4.73094, -1.97168, 2.09506], [4.10911, -3.29652, -0.10649], [3.20366, -1.86296, -0.58231], [3.48290, -4.03158, 2.73837], [1.77760, -4.26352, 3.05464], [3.55597, -1.95941, 3.86193], [2.26850, -2.73911, 4.75152], [2.46297, 0.72717, 4.61930], [1.84827, 1.27658, 3.06014], [4.51826, -0.18502, 3.57231], [4.27758, 1.48615, 3.20522], [-1.83314, -3.04522, -3.02813], [-2.74864, -3.06077, -1.88912], [-4.11311, -3.22472, -1.95932], [-4.56314, -3.27897, -0.68239], [-3.48322, -3.14918, 0.16124], [-3.56503, -3.14008, 1.72919], [-3.95227, -1.67640, 2.12299], [-5.25169, -1.24569, 2.27078], [-5.22889, 0.07123, 2.57984], [-3.90596, 0.44282, 2.61942], [-3.42504, 1.77250, 2.98086], [-3.15162, -0.63359, 2.32050], [-1.41032, -0.52095, 2.51341], [-2.39737, -3.01789, -0.59081], [-0.70857, -3.04201, -0.12512], [-2.42325, -2.94758, -3.93416], [-1.26228, -3.97105, -3.05961], [-1.16025, -2.19520, -2.94796], [-4.62889, -3.29644, -2.90120], [-5.55971, -3.42281, -0.30254], [-4.46654, -3.85827, 2.05397], [-2.49752, -3.42517, 2.19092], [-6.07940, -1.92614, 2.17378], [-6.02208, 0.76732, 2.78937], [-4.26320, 2.46085, 2.92585], [-2.65688, 2.09143, 2.28215], [-3.02297, 1.76714, 3.99208], [3.82078, 7.18460, -5.15617], [3.71838, 5.96722, -4.29023], [4.58688, 5.52158, -3.60532], [2.08994, 5.14870, -4.50999], [1.94545, 3.87888, -3.31611], [2.85410, 3.58702, -2.28523], [2.58463, 2.56350, -1.41061], [1.40907, 1.79531, -1.53586], [0.49788, 2.09651, -2.57142], [0.76680, 3.11927, -3.44154], [1.14471, 0.74436, -0.66368], [0.91399, -0.20832, 0.10281], [4.76661, 7.67977, -4.95557], [2.98511, 7.85931, -4.97131], [3.78261, 6.88240, -6.20463], [3.76411, 4.15209, -2.18573], [3.28555, 2.33496, -0.61892], [-0.41040, 1.51604, -2.66987], [0.06747, 3.34901, -4.23584]], "forces_ev_per_angstrom": [[-0.1, 0.3, -0.2], [0.0, -0.1, 0.0], [0.0, 0.0, 0.0], [0.0, 0.0, 0.0], [0.0, 0.0, 0.0], [0.0, 0.0, 0.0], [-0.2, 0.0, 0.0], [0.1, 0.1, 0.2], [0.4, -0.1, 0.3], [0.0, 0.0, -0.2], [0.1, -0.1, -0.1], [-0.2, 0.0, 0.1], [0.0, -0.1, 0.0], [0.0, 0.0, 0.0], [0.1, -0.1, 0.0], [0.0, 0.1, 0.0], [0.0, 0.0, 0.0], [0.0, 0.0, 0.1], [0.0, 0.0, 0.0], [0.0, 0.0, 0.0], [0.0, 0.0, 0.0], [0.1, 0.0, 0.0], [0.0, 0.0, 0.0], [0.0, 0.0, 0.0], [0.0, 0.0, 0.0], [0.0, 0.0, 0.0], [0.0, 0.0, -0.1], [0.0, 0.0, 0.0], [0.0, 0.0, 0.0], [0.0, 0.0, 0.0], [0.0, 0.0, 0.0], [0.0, 0.0, 0.0], [0.0, 0.0, 0.0], [0.0, 0.0, -0.1], [0.0, 0.0, 0.0], [0.0, 0.0, 0.0], [0.0, 0.0, -0.1], [0.0, 0.0, 0.0], [0.0, 0.1, 0.1], [-0.1, -0.1, 0.1], [0.0, 0.1, 0.0], [0.0, 0.0, 0.0], [0.0, 0.0, 0.0], [0.0, 0.0, 0.0], [0.0, 0.0, 0.0], [0.0, 0.0, 0.0], [0.0, 0.0, 0.0], [0.0, 0.0, 0.0], [0.0, 0.0, 0.0], [0.0, 0.0, 0.0], [0.0, 0.0, 0.0], [0.0, 0.0, 0.0], [0.0, 0.0, 0.0], [0.0, 0.0, 0.0], [-0.1, 0.0, 0.0], [0.1, -0.3, -0.1], [-0.1, 0.1, 0.1], [0.0, 0.2, 0.1], [0.1, -0.1, 0.0], [0.0, 0.1, -0.1], [0.0, -0.1, 0.0], [0.0, 0.1, -0.1], [0.0, 0.0, 0.0], [0.0, 0.0, 0.0], [0.0, -0.2, 0.0], [0.0, 0.1, 0.2], [0.0, 0.0, 0.0], [0.0, 0.0, 0.0], [0.0, 0.0, 0.0], [0.0, 0.0, 0.0], [0.0, 0.0, 0.0], [0.0, 0.0, 0.0], [0.0, 0.0, 0.0]]}


Record 2
{"formula": "C25H33BF5O20P", "method": "ωB97M-V/def2-TZVPD", "e_homo_ev": -9.4, "smiles": "C#C[C@@H]1[C@@](CCF)(CB(O)O)OC(=O)[C@]1(CCCOC)P(=O)(O)O.O=C1OC[C@@H](F)O1.O=C1OC[C@@H](F)O1.O=C1OC[C@@H](F)O1.O=C1OC[C@@H](F)O1", "multiplicity": 1, "homo_lumo_gap_ha": 0.354, "symbols": ["C", "C", "C", "C", "C", "C", "F", "C", "B", "O", "O", "O", "C", "O", "C", "C", "C", "C", "O", "C", "P", "O", "O", "O", "H", "H", "H", "H", "H", "H", "H", "H", "H", "H", "H", "H", "H", "H", "H", "H", "H", "H", "H", "H", "H", "O", "C", "O", "C", "C", "F", "O", "H", "H", "H", "O", "C", "O", "C", "C", "F", "O", "H", "H", "H", "O", "C", "O", "C", "C", "F", "O", "H", "H", "H", "O", "C", "O", "C", "C", "F", "O", "H", "H", "H"], "positions_angstrom": [[-3.54872, -4.01344, -1.12950], [-3.34753, -2.84167, -1.29246], [-3.14788, -1.40962, -1.51403], [-4.41659, -0.70036, -2.04036], [-5.00646, -1.21366, -3.34504], [-6.31773, -0.55562, -3.78844], [-6.44605, 0.76408, -3.38120], [-5.39818, -0.47875, -0.90028], [-6.26822, -1.73565, -0.47495], [-6.89847, -2.56285, -1.39901], [-6.47977, -2.01595, 0.86805], [-3.82857, 0.60819, -2.33111], [-2.59809, 0.43645, -2.87171], [-2.09062, 1.25108, -3.55117], [-1.98164, -0.93523, -2.38143], [-0.63536, -0.52591, -1.70997], [-0.53273, -0.60465, -0.17374], [-0.69480, 0.77946, 0.44883], [-1.74871, 1.51261, -0.14972], [-2.84638, 1.73415, 0.71519], [-1.60636, -1.94530, -3.87538], [-1.46303, -1.16617, -5.10807], [-2.74468, -3.06192, -4.03017], [-0.27535, -2.78056, -3.57904], [-3.67453, -5.04548, -0.89108], [-3.07557, -1.02029, -0.49595], [-4.28280, -1.10379, -4.14872], [-5.19409, -2.28056, -3.23255], [-6.34216, -0.55569, -4.88066], [-7.17143, -1.14406, -3.45941], [-6.08738, 0.33001, -1.14973], [-4.87361, -0.15353, -0.00398], [-6.47558, -3.42931, -1.35959], [-5.68620, -2.32346, 1.31928], [-0.42950, 0.50374, -1.98770], [0.19460, -1.09422, -2.11957], [0.49163, -0.90236, 0.05697], [-1.17456, -1.35334, 0.29298], [-0.77660, 0.72996, 1.53766], [0.23266, 1.32062, 0.24369], [-3.63805, 2.17408, 0.11314], [-3.19716, 0.78546, 1.13153], [-2.58481, 2.43068, 1.51535], [-2.90136, -3.16202, -4.97992], [-0.44651, -3.59235, -3.08419], [2.89751, 0.18363, -0.82636], [3.43862, 0.90656, -0.05940], [2.81513, 1.82173, 0.70729], [3.77799, 2.39126, 1.60173], [5.06938, 2.12880, 0.86480], [6.10573, 1.91170, 1.71583], [4.78563, 0.93349, 0.16279], [3.74828, 1.86763, 2.55789], [3.58287, 3.44622, 1.75847], [5.35072, 2.90537, 0.15232], [5.26049, 0.99630, 4.36968], [6.33604, 0.50370, 4.33808], [6.57680, -0.81277, 4.13246], [7.99232, -0.99469, 4.02835], [8.51764, 0.21921, 4.76165], [9.68830, 0.66270, 4.24459], [7.50543, 1.17843, 4.52091], [8.28600, -0.98080, 2.97811], [8.29448, -1.93644, 4.47819], [8.63583, 0.08354, 5.83809], [2.73683, 4.11763, -1.05574], [2.64505, 5.21994, -0.64054], [2.13405, 6.26666, -1.32851], [2.05065, 7.39032, -0.44761], [3.08545, 7.04478, 0.59858], [2.74981, 7.50483, 1.82693], [3.04675, 5.62805, 0.60405], [1.05065, 7.44247, -0.01539], [2.26530, 8.31342, -0.97864], [4.09809, 7.37523, 0.36165], [-2.14956, -3.20893, 2.07913], [-1.08230, -3.72012, 2.07664], [-0.84727, -5.04166, 1.88750], [0.57057, -5.23159, 1.81064], [1.09511, -4.00890, 2.53453], [2.27041, -3.58250, 2.01865], [0.08618, -3.05383, 2.26561], [0.88083, -5.23010, 0.76507], [0.86087, -6.16997, 2.27486], [1.20233, -4.12410, 3.61422]], "forces_ev_per_angstrom": [[0.1, -0.1, 0.4], [0.1, -0.2, -0.3], [-0.4, -1.1, 0.6], [0.3, 1.4, 0.2], [-0.3, -0.1, 0.1], [0.2, -0.4, -0.5], [-0.1, -0.1, 0.1], [-0.5, -0.7, 0.1], [-0.2, -0.2, 0.2], [0.5, 0.3, -0.2], [0.3, -0.5, -0.3], [-0.2, -0.4, -0.3], [-0.6, -0.6, 0.5], [0.7, 0.7, -0.4], [-0.3, 0.9, -0.4], [0.4, -0.2, 0.5], [0.2, 0.1, 0.0], [0.6, 0.0, -0.2], [-0.3, 0.0, 0.3], [0.1, 0.0, -0.4], [0.3, 0.5, -1.0], [0.0, 0.0, 0.2], [0.0, -0.2, 0.2], [-0.2, -0.3, 0.3], [0.0, 0.1, -0.1], [0.5, 0.3, -0.1], [0.2, 0.1, 0.1], [-0.1, 0.0, -0.1], [0.0, 0.1, 0.0], [-0.1, 0.3, 0.4], [0.0, 0.0, -0.2], [0.2, 0.2, -0.1], [-0.5, -0.2, 0.1], [0.0, 0.4, 0.3], [0.0, 0.0, -0.2], [-0.1, -0.1, -0.1], [0.0, -0.1, 0.1], [-0.2, 0.0, -0.1], [-0.3, 0.0, 0.0], [-0.1, 0.1, 0.0], [-0.1, 0.0, 0.0], [-0.1, 0.0, 0.2], [0.0, -0.1, 0.2], [-0.1, 0.0, 0.0], [0.0, 0.0, 0.0], [0.0, -0.2, 0.0], [-0.2, 0.0, 0.0], [0.1, -0.1, 0.2], [-0.2, 0.2, 0.1], [0.0, -0.2, 0.1], [0.1, -0.1, -0.1], [0.0, 0.3, -0.2], [0.2, -0.1, 0.0], [-0.2, 0.0, -0.2], [0.1, 0.0, 0.1], [-0.1, 0.0, 0.0], [-0.1, 0.0, -0.1], [0.1, 0.1, 0.0], [0.0, -0.2, 0.0], [0.0, 0.1, -0.2], [0.0, 0.0, 0.0], [-0.1, -0.2, 0.3], [0.1, 0.1, 0.0], [-0.2, 0.0, 0.1], [0.1, 0.0, 0.0], [0.2, 0.0, 0.1], [-0.3, 0.1, -0.2], [0.1, 0.1, 0.1], [-0.1, 0.1, -0.2], [-0.2, -0.1, 0.2], [0.0, -0.1, 0.0], [0.3, 0.1, -0.2], [0.0, 0.0, 0.1], [0.0, -0.1, -0.1], [0.0, 0.1, 0.1], [-0.1, 0.0, 0.0], [-0.1, 0.1, -0.2], [0.1, 0.1, 0.1], [0.0, -0.2, 0.0], [0.0, 0.0, -0.3], [-0.1, 0.1, 0.0], [0.1, 0.0, 0.3], [0.1, 0.1, 0.0], [-0.2, 0.0, 0.1], [0.1, 0.0, 0.0]]}


Record 3
{"formula": "C25H33BN2O6Pd", "method": "ωB97M-V/def2-TZVPD", "e_homo_ev": 0.3, "relative_energy_kcal_mol": 42.1, "charge": -2, "multiplicity": 1, "homo_lumo_gap_ha": 0.139, "symbols": ["Pd", "C", "O", "C", "C", "C", "C", "C", "C", "O", "C", "O", "C", "H", "H", "H", "H", "H", "H", "H", "H", "H", "C", "N", "C", "C", "C", "N", "C", "C", "O", "H", "H", "H", "H", "H", "H", "H", "H", "H", "H", "H", "H", "C", "C", "C", "C", "C", "C", "C", "C", "O", "B", "O", "C", "C", "H", "H", "H", "H", "H", "H", "H", "H", "H", "H", "H", "H"], "positions_angstrom": [[0.61732, -0.72701, 1.32624], [-4.65279, -5.90258, 1.95315], [-3.32997, -6.33822, 1.80906], [-2.33878, -5.36578, 1.93264], [-1.03513, -5.81030, 1.69963], [-0.01392, -4.87291, 1.81795], [-0.20670, -3.53920, 2.15448], [0.97477, -2.65038, 2.34082], [2.33386, -3.15659, 1.86148], [0.98079, -1.75816, 3.23949], [-1.56093, -3.05728, 2.38888], [-1.85919, -1.87555, 2.68225], [-2.60180, -4.05872, 2.26160], [-5.28880, -6.77222, 1.77858], [-4.90409, -5.11917, 1.22966], [-4.84836, -5.51098, 2.95828], [-0.84663, -6.84353, 1.43761], [0.99851, -5.21838, 1.63914], [2.29000, -3.57502, 0.85673], [2.70388, -3.92673, 2.55415], [3.02180, -2.31523, 1.86769], [-3.60545, -3.69384, 2.43667], [-0.30200, 2.28278, 5.78053], [-1.14328, 2.86205, 4.75435], [-2.51667, 3.10047, 5.12572], [-3.15443, 4.00308, 4.08904], [-3.08882, 3.30724, 2.74551], [-1.77415, 2.76823, 2.48531], [-1.55636, 2.29615, 1.12922], [-0.80361, 2.55710, 3.43073], [0.31089, 2.17089, 3.14421], [-0.16023, 2.99833, 6.59678], [0.65677, 2.02921, 5.33984], [-0.74470, 1.36659, 6.18862], [-2.52304, 3.57509, 6.11171], [-3.08531, 2.16143, 5.21458], [-2.60051, 4.94492, 4.05501], [-4.19310, 4.22310, 4.34438], [-3.34621, 4.00044, 1.93690], [-3.83426, 2.49977, 2.71507], [-1.34566, 3.12083, 0.44084], [-2.46367, 1.78482, 0.79584], [-0.76642, 1.54614, 1.08413], [4.53960, 2.33528, -5.29890], [3.21284, 1.81643, -5.85630], [3.52629, 0.72045, -6.88518], [2.51930, 2.98577, -6.56904], [2.30750, 1.24537, -4.76045], [1.01656, 0.83419, -5.08305], [0.15220, 0.27301, -4.13456], [0.61049, 0.13099, -2.84299], [-0.01122, -0.36135, -1.76194], [0.90133, -0.28571, -0.60077], [2.12258, 0.30416, -1.20271], [1.90273, 0.53579, -2.50398], [2.75660, 1.08669, -3.43856], [5.12854, 2.77853, -6.10696], [5.12914, 1.53129, -4.85515], [4.37836, 3.09814, -4.53514], [4.19036, 1.10061, -7.66928], [2.61204, 0.35479, -7.35516], [4.01166, -0.12779, -6.39888], [3.16897, 3.39780, -7.34855], [2.28497, 3.77973, -5.85725], [1.58606, 2.67287, -7.03703], [0.65964, 0.93835, -6.10204], [-0.84825, -0.04252, -4.40401], [3.74809, 1.38623, -3.12664]], "forces_ev_per_angstrom": [[0.2, 0.0, 0.1], [0.0, 0.0, 0.0], [0.0, 0.0, 0.0], [0.0, 0.0, 0.0], [0.0, 0.0, 0.0], [0.0, 0.0, -0.1], [0.0, 0.0, 0.0], [-0.2, -0.1, 0.0], [0.0, 0.0, 0.0], [0.0, 0.1, 0.0], [0.0, 0.0, 0.1], [0.0, 0.0, 0.0], [0.0, 0.0, 0.0], [0.0, 0.0, 0.0], [0.0, 0.0, 0.0], [0.0, 0.0, 0.0], [0.0, 0.0, 0.0], [0.0, 0.0, 0.0], [0.0, 0.0, 0.0], [0.0, 0.0, 0.0], [0.0, 0.0, 0.0], [0.0, 0.0, 0.0], [0.0, 0.0, 0.0], [0.1, 0.0, 0.0], [0.0, 0.0, 0.0], [0.0, 0.0, 0.0], [-0.1, -0.1, 0.0], [0.0, 0.1, 0.0], [-0.2, -0.2, 0.0], [0.0, 0.1, 0.0], [0.0, 0.0, 0.0], [0.0, 0.0, 0.0], [0.0, 0.0, 0.0], [0.0, 0.0, 0.0], [0.0, 0.0, 0.0], [0.0, 0.0, 0.0], [0.0, 0.0, 0.0], [0.0, 0.0, 0.0], [0.0, 0.0, 0.0], [0.0, 0.0, 0.0], [0.1, 0.0, 0.0], [0.0, 0.0, 0.0], [0.2, 0.1, 0.1], [0.0, 0.0, 0.0], [0.0, 0.0, 0.0], [0.0, 0.0, 0.0], [0.0, 0.0, 0.0], [0.0, 0.0, 0.0], [0.0, 0.0, 0.0], [0.0, 0.0, 0.0], [0.0, 0.0, 0.0], [0.1, 0.0, 0.1], [-0.1, 0.1, -0.2], [-0.1, 0.0, 0.0], [0.0, 0.0, 0.0], [0.0, 0.0, 0.0], [0.0, 0.0, 0.0], [0.0, 0.0, 0.0], [0.0, 0.0, 0.0], [0.0, 0.0, 0.0], [0.0, 0.0, 0.0], [0.0, 0.0, 0.0], [0.0, 0.0, 0.0], [0.0, 0.0, 0.0], [0.0, 0.0, 0.0], [0.0, 0.0, 0.0], [0.0, 0.0, 0.0], [0.0, 0.0, 0.0]]}


| no. | largest force on an atom (eV Å⁻¹) | energy (eV) |
| --- | --- | --- |
| 1 | 0.5 | -242358.2220 |
| 2 | 1.5 | -90965.8503 |
| 3 | 0.3 | -45883.4307 |